Entry 1:
A structure of composition C35H39BCoF2N7O2P3Se2, computed with wB97M-V/def2-TZVPD.

Summary:
Net charge = 0
Molar mass = 948.33 Da
Energy relative to the best compared isomer or geometry (same formula, charge and spin) = 9.4 kcal/mol
<S²> = 3.803
Strongest force on any atom = 0.84 eV Å⁻¹
Multiplicity = 4
Lowest unoccupied orbital energy (alpha / beta) = -1.0 / -1.0 eV
Total energy = -9325.304650 hartree
Frontier orbital gap (alpha / beta) = 2.75 / 6.05 eV

Last column: Mulliken spin population.
Element x y z (Å)
Se  0.576  -2.140  0.656  0.177
Se  -0.762  5.134  0.686  0.000
Co  0.740  -0.989  -1.647  1.972
P  -1.847  3.403  1.212  -0.002
P  1.235  -2.801  -2.696  -0.071
P  0.183  -0.078  1.475  0.038
F  -1.070  -0.539  -4.377  -0.003
F  -0.025  0.885  -5.802  0.000
O  2.674  0.841  -4.873  0.003
O  0.841  0.542  -3.636  -0.033
N  -1.832  2.164  -1.146  0.010
N  1.458  -5.584  -2.600  -0.001
N  0.691  -4.696  -4.731  0.002
N  2.668  -0.101  -1.071  0.049
N  -0.647  0.364  -1.046  0.028
N  3.027  -4.465  -4.077  -0.003
N  -1.333  1.181  -1.842  0.003
C  -1.466  -0.610  5.172  0.006
C  3.505  0.839  -1.826  -0.025
C  -2.642  2.590  3.788  0.003
C  0.556  -5.796  -3.668  0.001
C  3.159  2.641  1.445  -0.132
C  -4.440  2.408  0.950  0.000
C  2.636  1.783  -2.665  0.019
C  2.893  -3.128  -3.470  -0.014
C  -0.325  3.179  3.512  -0.001
C  2.558  0.271  2.794  0.314
C  1.563  0.851  1.928  0.014
C  -1.179  2.650  5.695  -0.003
C  -0.120  3.006  4.871  0.005
C  -2.257  -0.842  2.524  -0.004
C  2.158  -4.650  -5.180  0.000
C  -0.968  -0.409  2.831  0.080
C  -2.750  -1.033  4.867  0.005
C  -0.578  -0.280  4.158  -0.013
C  -6.406  3.782  0.822  0.000
C  -1.465  2.001  0.150  -0.015
C  -0.705  0.841  0.217  0.014
C  -1.588  2.970  2.961  0.019
C  -3.647  3.551  1.027  0.001
C  2.829  -5.529  -3.094  0.001
C  1.934  2.061  1.242  0.123
C  -5.618  4.920  0.887  0.000
C  3.776  0.880  2.973  -0.136
C  -3.150  -1.138  3.539  -0.001
C  2.094  1.060  -3.861  0.011
C  -2.437  2.439  5.152  0.005
C  1.112  -4.406  -1.784  0.020
C  0.253  -3.362  -4.189  -0.005
C  -4.238  4.806  0.989  0.000
C  4.113  2.073  2.313  0.368
C  -5.817  2.524  0.852  0.000
B  -0.097  0.326  -4.609  0.021
H  5.071  2.546  2.473  0.039
H  0.489  3.510  2.882  -0.016
H  -7.482  3.873  0.739  0.000
H  4.173  0.282  -2.486  -0.006
H  -0.478  -5.780  -3.330  0.000
H  2.349  -5.607  -5.669  -0.001
H  2.240  -3.835  -5.897  0.000
H  3.074  -6.486  -3.561  0.000
H  4.121  1.443  -1.156  0.018
H  2.356  -0.674  3.285  0.044
H  -3.977  1.428  0.957  -0.002
H  -4.154  -1.464  3.297  0.001
H  -1.023  2.538  6.761  0.000
H  -3.633  2.436  3.382  -0.001
H  0.772  -6.734  -4.185  -0.001
H  1.824  2.187  -2.060  0.003
H  -3.266  2.156  5.787  0.001
H  3.255  2.600  -3.036  -0.002
H  0.344  -2.639  -4.999  0.004
H  -1.157  -0.512  6.205  0.000
H  -2.551  -0.957  1.486  -0.007
H  3.502  -5.366  -2.254  0.001
H  -0.801  -3.435  -3.920  0.001
H  2.329  0.392  -0.241  -0.019
H  0.103  -4.512  -1.381  0.000
H  -6.075  5.901  0.853  0.000
H  3.658  -3.021  -2.697  0.001
H  0.113  -4.946  -5.533  -0.001
H  3.378  3.576  0.940  -0.003
H  1.219  2.559  0.593  0.092
H  0.867  3.169  5.284  0.003
H  -3.443  -1.277  5.662  0.000
H  3.099  -2.365  -4.226  -0.002
H  4.497  0.417  3.637  -0.004
H  1.777  -4.356  -0.921  -0.005
H  -6.430  1.634  0.789  0.000
H  -3.606  5.686  1.025  0.000
H  0.413  0.086  4.397  0.012
H  3.231  -0.846  -0.676  -0.006

***

Entry 2:
A structure of composition C35H39BaN11O6S4, computed with wB97M-V/def2-TZVPD.

Summary:
Net charge = -2
Molar mass = 975.36 Da
Energy relative to the best compared isomer or geometry (same formula, charge and spin) = 23.1 kcal/mol
Strongest force on any atom = 0.73 eV Å⁻¹
Lowest unoccupied orbital energy = 3.5 eV
Total energy = -4029.377230 hartree
Frontier orbital gap = 4.36 eV

Last column: Mulliken charge in e.
Element x y z (Å)
Ba  0.032  0.611  -0.599  1.785
S  0.442  -1.733  3.751  -0.386
S  1.853  -2.046  0.418  -0.289
S  -0.878  -4.264  3.041  -0.190
S  0.289  -4.540  0.404  -0.202
O  -0.368  3.290  0.256  -0.671
O  2.016  -0.333  -2.053  0.031
O  -3.902  -0.858  2.207  -0.673
O  -1.316  -6.359  1.471  -0.707
O  0.011  1.723  -2.968  -0.735
O  -2.221  -0.397  0.367  -1.062
N  1.770  2.569  0.462  -0.058
N  3.305  0.029  2.640  -0.283
N  1.276  4.748  -0.318  0.199
N  -1.639  -0.775  -2.254  0.847
N  -1.172  3.561  4.092  -0.405
N  -2.424  -1.693  -1.583  -0.924
N  3.920  1.851  0.632  -0.103
N  0.071  3.786  3.844  -0.777
N  -1.348  2.237  3.973  1.153
N  0.720  2.637  3.562  -0.077
N  3.344  0.686  3.921  -0.819
C  0.836  3.503  0.161  0.330
C  1.309  -3.619  -4.393  -0.578
C  -0.762  -5.285  1.610  0.599
C  -0.777  -0.045  -4.434  1.260
C  3.916  0.463  -3.239  -1.441
C  0.689  1.224  -6.482  -0.453
C  -1.969  -0.004  6.051  -1.313
C  -0.030  1.162  -4.120  0.127
C  2.919  -1.537  -5.282  -0.293
C  -2.591  -1.435  -0.308  1.052
C  -2.846  1.185  5.677  0.694
C  2.580  4.936  -0.634  -0.196
C  -4.786  -4.367  1.933  -0.310
C  1.762  -3.598  -5.706  -0.504
C  -2.653  2.349  6.645  -1.632
C  -3.982  -2.108  1.690  0.599
C  2.452  -1.549  -3.971  0.714
C  -0.029  0.069  -6.774  -0.680
C  -1.590  -0.863  -3.525  -1.607
C  3.059  2.783  0.239  0.599
C  -3.371  -2.451  0.470  0.043
C  0.770  -3.097  1.314  -0.345
C  -3.470  -3.768  0.025  -0.657
C  -4.163  -4.727  0.743  -0.696
C  1.646  -2.597  -3.523  -0.388
C  -2.634  1.601  4.219  -0.737
C  2.749  -0.457  -3.008  0.239
C  0.684  1.750  -5.208  -0.408
C  -0.178  1.680  3.644  0.139
C  -4.700  -3.069  2.401  -0.616
C  -0.744  -0.529  -5.748  -0.580
C  0.275  5.765  -0.602  -1.061
C  0.228  -2.974  2.540  -0.075
C  2.565  -2.557  -6.152  -0.679
C  3.510  3.994  -0.397  -1.054
H  2.821  5.890  -1.085  0.383
H  -2.985  2.066  7.646  0.470
H  4.015  1.124  -2.380  0.049
H  1.483  -4.395  -6.387  0.372
H  3.724  1.054  -4.138  0.366
H  1.310  -2.598  -2.490  0.491
H  2.857  0.084  4.586  0.346
H  -5.317  -5.112  2.514  0.335
H  -1.304  -1.434  -5.962  0.282
H  -2.182  -0.881  5.439  0.315
H  -0.141  5.634  -1.602  0.280
H  2.748  1.505  3.821  0.409
H  3.522  -0.710  -5.635  0.319
H  0.731  6.750  -0.513  0.396
H  -4.187  -5.753  0.398  0.340
H  -0.908  0.218  5.901  0.241
H  2.900  -2.532  -7.182  0.372
H  -3.895  0.872  5.720  0.353
H  -0.027  -0.359  -7.769  0.395
H  -5.150  -2.770  3.341  0.373
H  2.417  -0.470  2.512  -0.128
H  3.615  1.095  1.311  0.256
H  -3.215  -0.419  1.627  0.324
H  0.684  -4.431  -4.042  0.441
H  4.901  2.047  0.542  0.238
H  4.546  4.159  -0.652  0.389
H  -2.212  -1.624  -4.006  0.213
H  -0.043  0.606  3.491  0.093
H  1.235  2.656  -4.976  0.399
H  -3.396  2.312  3.903  0.346
H  1.258  1.723  -7.262  0.346
H  4.834  -0.108  -3.391  0.444
H  -2.692  0.724  3.573  0.030
H  -3.205  3.238  6.332  0.374
H  -1.598  2.627  6.710  0.281
H  3.994  -0.716  2.652  0.219
H  -2.103  -0.266  7.104  0.434
H  -0.529  5.665  0.121  0.284
H  -2.963  -4.024  -0.895  0.383

***

- Which of these has the highest molar mass?
  C35H39BaN11O6S4

***

- Among the records above, which one has the highest net charge?
  C35H39BCoF2N7O2P3Se2